{
  "formula": "C43H44ClFN3O4P",
  "method": "ωB97M-V/def2-TZVPD",
  "species": ["C", "C", "P", "F", "C", "C", "C", "Cl", "C", "C", "C", "C", "C", "C", "C", "C", "C", "C", "N", "N", "N", "H", "H", "H", "H", "H", "H", "H", "H", "H", "H", "H", "H", "H", "H", "H", "H", "H", "H", "H", "H", "H", "H", "H", "H", "H", "H", "H", "H", "O", "C", "C", "C", "C", "C", "C", "C", "C", "O", "C", "C", "C", "C", "C", "C", "H", "H", "H", "H", "H", "H", "H", "H", "O", "C", "C", "C", "C", "C", "C", "C", "C", "O", "C", "C", "C", "C", "C", "C", "H", "H", "H", "H", "H", "H", "H", "H"],
  "positions_angstrom": [[0.379, -2.658, 2.281], [-0.773, -2.393, 1.097], [0.008, -1.739, -0.511], [-0.430, -3.295, -1.251], [1.857, -2.256, -0.849], [2.329, -1.933, -2.398], [2.568, -0.342, -2.718], [3.917, 0.434, -1.678], [-0.891, -0.910, -1.985], [-2.329, -1.654, -2.387], [-2.437, -2.753, -3.643], [-3.827, -3.540, -4.048], [-5.243, -3.253, -3.232], [-5.167, -2.161, -1.979], [-6.522, -1.813, -1.068], [-3.748, -1.371, -1.582], [0.587, -0.097, 0.248], [-0.512, 0.739, 1.111], [-1.936, 0.688, 0.619], [-0.474, 0.453, 2.627], [-0.092, 2.222, 1.006], [-0.112, -2.199, 3.268], [0.457, -3.834, 2.470], [1.419, -2.188, 2.020], [-1.223, -3.480, 0.888], [-1.659, -1.766, 1.532], [2.606, -1.804, -0.072], [1.944, -3.441, -0.731], [3.383, -2.465, -2.562], [1.600, -2.422, -3.207], [2.968, -0.280, -3.841], [1.564, 0.301, -2.722], [-1.067, 0.261, -1.836], [-0.229, -0.984, -2.976], [-1.472, -3.041, -4.282], [-3.866, -4.342, -4.923], [-6.264, -3.782, -3.496], [-6.745, -0.651, -1.162], [-6.205, -1.970, 0.071], [-7.454, -2.463, -1.367], [-3.830, -0.601, -0.701], [1.565, -0.174, 0.927], [0.915, 0.605, -0.661], [-2.035, 1.341, -0.207], [-2.616, 1.092, 1.332], [-1.414, 0.004, 2.802], [-0.527, 1.359, 3.162], [0.790, 2.260, 1.566], [0.058, 2.494, 0.010], [-1.669, -1.359, 10.642], [-2.214, -1.438, 9.548], [-1.436, -1.235, 8.309], [-0.063, -0.969, 8.387], [0.686, -0.816, 7.220], [0.069, -0.927, 5.974], [-1.303, -1.174, 5.894], [-2.058, -1.322, 7.064], [-3.511, -1.565, 6.970], [-4.067, -1.587, 5.877], [-4.284, -1.788, 8.207], [-5.658, -2.055, 8.127], [-6.390, -2.301, 9.289], [-5.756, -2.281, 10.531], [-4.391, -2.001, 10.614], [-3.654, -1.748, 9.450], [0.427, -0.887, 9.356], [1.753, -0.614, 7.282], [0.655, -0.820, 5.064], [-1.779, -1.254, 4.918], [-6.158, -2.077, 7.161], [-7.455, -2.512, 9.225], [-6.325, -2.482, 11.436], [-3.904, -1.984, 11.588], [6.601, 5.745, -8.016], [5.846, 4.958, -7.459], [6.109, 4.523, -6.072], [7.218, 5.032, -5.384], [7.451, 4.657, -4.060], [6.579, 3.777, -3.420], [5.483, 3.255, -4.110], [5.251, 3.624, -5.440], [4.100, 3.053, -6.167], [3.378, 2.221, -5.629], [3.826, 3.502, -7.546], [2.715, 2.994, -8.232], [2.428, 3.438, -9.524], [3.247, 4.389, -10.133], [4.363, 4.886, -9.456], [4.656, 4.438, -8.162], [7.900, 5.724, -5.876], [8.310, 5.057, -3.526], [6.753, 3.494, -2.384], [4.809, 2.564, -3.605], [2.068, 2.255, -7.761], [1.563, 3.045, -10.053], [3.019, 4.742, -11.136], [4.999, 5.625, -9.940]],
  "forces_ev_per_a": [[-1.22, -0.26, 0.47], [-0.59, -2.14, 1.12], [1.01, -1.01, 0.09], [0.31, 0.89, 0.09], [0.74, -1.49, -0.64], [0.91, -0.04, 0.34], [-0.73, -0.70, -2.32], [-1.48, -0.74, -0.76], [-1.75, 0.38, -2.01], [-4.03, -1.81, -0.89], [-2.79, 0.19, 1.50], [-0.38, 2.56, 3.02], [4.11, 2.53, 1.61], [2.24, -0.83, -1.95], [1.61, 0.49, 0.10], [-0.06, -2.60, -2.96], [0.40, 1.76, 0.45], [0.41, 2.58, 0.31], [-0.09, 0.74, -0.08], [-1.63, 0.16, -1.24], [0.33, -1.24, 0.71], [1.63, -0.91, -2.14], [0.09, 2.68, -0.59], [-2.08, -0.91, 0.76], [0.90, 2.66, 0.18], [1.89, -0.87, -1.17], [-1.47, -0.55, -1.65], [-0.40, 2.63, -0.25], [-2.25, 1.18, 0.39], [1.40, 1.28, 1.89], [-0.78, -0.01, 2.58], [2.45, -1.30, 0.49], [0.28, -2.76, -0.14], [-1.26, -0.11, 2.32], [-2.31, 0.80, 1.70], [0.34, 2.03, 2.07], [2.45, 1.19, 0.58], [0.29, -2.54, 0.00], [-0.91, 0.10, -2.49], [2.01, 1.33, 0.60], [0.45, -1.72, -1.90], [-2.30, 0.07, -1.40], [-0.67, -1.47, 1.94], [0.24, -1.04, 1.19], [1.59, -0.54, -0.98], [1.47, 0.45, 0.06], [0.01, -0.99, -1.11], [-0.66, 0.40, -1.17], [0.26, -0.45, 1.27], [-0.33, -0.05, -0.64], [0.68, 0.10, 1.30], [0.55, 0.12, -0.28], [0.17, 0.02, -0.27], [-0.31, -0.07, 0.26], [-0.31, -0.05, 0.05], [0.36, 0.08, 0.05], [0.55, 0.08, -0.27], [-0.66, -0.04, -1.32], [0.33, 0.03, 0.64], [-0.58, -0.13, 0.28], [-0.16, -0.07, 0.27], [0.28, 0.08, -0.24], [0.39, 0.10, -0.09], [-0.34, -0.07, -0.01], [-0.59, -0.17, 0.30], [-0.28, -0.07, -0.16], [-0.20, -0.04, 0.00], [-0.16, 0.01, 0.11], [-0.05, -0.02, 0.32], [0.29, 0.03, 0.16], [0.21, 0.04, -0.01], [0.13, 0.05, -0.16], [0.03, 0.05, -0.33], [-0.46, -0.47, 0.32], [0.94, 0.95, -0.63], [0.36, 0.04, 0.51], [0.03, -0.08, 0.29], [-0.16, 0.03, -0.33], [-0.25, -0.08, -0.28], [0.22, 0.09, 0.18], [0.35, 0.08, 0.52], [-0.82, -0.96, 0.67], [0.37, 0.43, -0.30], [-0.39, -0.04, -0.53], [-0.06, 0.12, -0.29], [0.16, -0.05, 0.34], [0.29, 0.06, 0.28], [-0.27, -0.12, -0.17], [-0.41, 0.00, -0.55], [-0.28, -0.17, -0.03], [-0.16, -0.06, -0.12], [-0.05, 0.03, -0.20], [0.09, 0.13, -0.25], [0.26, 0.20, 0.03], [0.16, 0.06, 0.12], [0.07, -0.06, 0.19], [-0.04, -0.20, 0.27]],
  "e_above_lowest_kj_mol": 1292.6,
  "smiles": "CCP(F)(CCCCl)(Cc1cccc(C)c1)CC(N)(N)N.O=C1c2ccccc2C(=O)c2ccccc21.O=C1c2ccccc2C(=O)c2ccccc21",
  "gap_ev": 6.8247
}

---

{
  "formula": "C43H44FN7NiO4S3",
  "method": "ωB97M-V/def2-TZVPD",
  "species": ["Ni", "F", "C", "C", "C", "C", "O", "C", "C", "N", "C", "C", "C", "C", "C", "C", "N", "C", "C", "N", "C", "C", "C", "O", "O", "H", "H", "H", "H", "H", "H", "H", "H", "H", "H", "H", "H", "H", "H", "H", "H", "H", "H", "C", "C", "S", "C", "C", "S", "C", "C", "S", "H", "H", "H", "H", "H", "H", "H", "H", "H", "H", "H", "H", "C", "O", "C", "C", "C", "C", "C", "C", "C", "N", "C", "C", "N", "C", "C", "C", "C", "N", "C", "C", "N", "C", "C", "C", "C", "H", "H", "H", "H", "H", "H", "H", "H", "H", "H", "H", "H", "H", "H"],
  "positions_angstrom": [[0.311, 0.635, 2.655], [-0.681, -2.657, -2.910], [0.219, -2.970, -1.954], [0.091, -2.388, -0.723], [0.991, -2.687, 0.302], [0.908, -1.959, 1.572], [-0.069, -1.216, 1.809], [2.033, -2.158, 2.426], [2.934, -3.140, 2.158], [2.893, -3.935, 1.065], [3.844, -5.020, 0.972], [3.897, -5.991, 2.113], [3.348, -6.423, 0.789], [2.006, -3.629, 0.057], [2.143, -4.175, -1.223], [1.270, -3.854, -2.252], [1.515, -4.365, -3.542], [1.717, -5.793, -3.723], [2.913, -5.990, -4.676], [3.075, -4.726, -5.461], [1.749, -4.248, -5.950], [0.932, -3.763, -4.732], [2.337, -1.258, 3.614], [3.090, -1.684, 4.462], [1.821, -0.073, 3.581], [-0.711, -1.687, -0.530], [3.741, -3.306, 2.860], [4.783, -4.736, 0.509], [3.197, -5.848, 2.925], [4.862, -6.357, 2.430], [2.280, -6.574, 0.709], [3.932, -7.103, 0.185], [2.975, -4.835, -1.423], [0.817, -6.251, -4.152], [1.905, -6.276, -2.768], [2.738, -6.813, -5.366], [3.838, -6.179, -4.133], [3.730, -4.862, -6.232], [3.446, -4.010, -4.832], [1.260, -5.079, -6.455], [1.883, -3.443, -6.670], [-0.119, -4.033, -4.879], [0.990, -2.680, -4.642], [-1.430, 3.484, 7.449], [-0.500, 3.948, 6.334], [0.140, 2.610, 5.250], [1.926, 2.581, 5.582], [2.288, 1.913, 6.912], [1.668, 0.197, 7.052], [0.708, 0.260, 8.600], [-0.649, 0.938, 8.436], [-0.563, 2.715, 8.848], [-2.179, 2.782, 7.084], [-1.933, 4.352, 7.875], [0.361, 4.471, 6.747], [-1.042, 4.629, 5.676], [2.305, 3.603, 5.551], [2.334, 2.025, 4.741], [1.881, 2.468, 7.754], [3.374, 1.857, 6.997], [1.302, 0.744, 9.375], [0.567, -0.787, 8.869], [-1.384, 0.500, 9.113], [-1.009, 0.840, 7.415], [-5.451, 5.096, -8.783], [-5.673, 5.593, -7.473], [-4.913, 5.136, -6.467], [-5.150, 5.703, -5.210], [-4.449, 5.276, -4.108], [-3.477, 4.276, -4.229], [-3.217, 3.741, -5.489], [-3.931, 4.153, -6.597], [-2.773, 3.746, -3.075], [-1.641, 3.073, -3.109], [-1.377, 2.726, -1.820], [-2.383, 3.180, -0.976], [-3.257, 3.841, -1.794], [-2.430, 2.874, 0.409], [-3.481, 3.197, 1.284], [-3.416, 2.789, 2.593], [-2.307, 2.057, 3.021], [-1.304, 1.748, 2.219], [-1.340, 2.148, 0.929], [-0.228, 1.780, 0.085], [0.825, 1.169, 0.674], [1.813, 0.729, -0.077], [1.828, 0.862, -1.468], [0.795, 1.522, -2.087], [-0.260, 2.009, -1.303], [-6.118, 5.664, -9.423], [-5.698, 4.034, -8.855], [-4.419, 5.264, -9.097], [-5.905, 6.472, -5.127], [-4.645, 5.733, -3.146], [-2.466, 2.968, -5.571], [-3.731, 3.693, -7.554], [-4.124, 4.268, -1.518], [-4.344, 3.741, 0.922], [-4.205, 3.016, 3.294], [-2.227, 1.719, 4.045], [2.638, 0.253, 0.440], [2.664, 0.469, -2.028], [0.773, 1.696, -3.154]],
  "forces_ev_per_a": [[0.73, -0.58, -0.19], [0.01, -0.07, -0.02], [-0.03, 0.17, 0.11], [0.00, -0.03, -0.07], [-0.13, -0.06, 0.00], [0.53, -0.61, -0.17], [-0.30, 0.59, 0.05], [-0.25, 0.75, 0.08], [-0.10, -0.18, -0.10], [0.10, 0.15, 0.38], [0.32, -0.02, -0.08], [-0.01, -0.03, 0.07], [-0.15, -0.12, -0.03], [-0.28, 0.13, -0.16], [-0.05, -0.14, -0.06], [0.13, 0.11, 0.19], [-0.02, -0.08, -0.03], [-0.07, 0.05, -0.10], [-0.14, -0.37, 0.40], [0.08, -0.01, -0.16], [-0.52, 0.21, -0.04], [0.04, 0.05, 0.11], [0.11, -0.50, 0.07], [0.03, 0.21, -0.03], [-0.42, 0.54, -0.15], [-0.03, 0.00, -0.03], [-0.05, -0.10, 0.04], [-0.02, -0.04, -0.03], [-0.06, 0.04, -0.04], [0.05, 0.03, -0.09], [-0.04, 0.07, 0.09], [0.09, 0.08, -0.03], [0.02, -0.01, 0.01], [0.01, -0.03, 0.05], [0.04, -0.04, -0.04], [0.07, 0.10, -0.10], [0.05, 0.11, -0.08], [0.01, 0.04, 0.02], [0.07, -0.05, -0.04], [0.14, -0.06, 0.01], [0.15, -0.06, 0.00], [0.04, 0.02, -0.04], [0.01, -0.02, -0.05], [0.45, -0.16, 0.23], [-0.17, -0.13, -0.38], [0.16, 0.12, 0.05], [-0.33, -0.18, 0.53], [0.02, -0.35, -0.23], [0.13, 0.02, 0.19], [-0.03, 0.15, -0.57], [-0.13, 0.10, 0.35], [-0.16, 0.03, -0.13], [-0.11, 0.10, -0.02], [-0.09, 0.00, -0.10], [0.02, 0.05, -0.04], [0.06, 0.11, 0.02], [0.00, -0.02, -0.06], [0.13, -0.05, 0.01], [0.10, 0.11, -0.04], [-0.02, 0.16, 0.03], [0.00, -0.12, 0.08], [0.07, 0.00, 0.05], [0.04, -0.07, -0.02], [0.03, -0.05, -0.01], [0.00, 0.02, -0.11], [-0.07, 0.11, 0.08], [0.15, -0.09, 0.16], [-0.15, 0.06, -0.02], [0.12, -0.18, -0.03], [-0.16, 0.11, -0.25], [-0.06, 0.00, 0.29], [-0.03, 0.00, -0.18], [0.16, -0.14, 0.16], [0.11, 0.04, -0.21], [-0.60, 0.25, 0.30], [0.44, -0.21, -0.27], [-0.03, -0.01, 0.03], [0.09, -0.05, 0.23], [0.08, -0.11, 0.04], [0.01, 0.05, -0.10], [-0.01, -0.02, 0.13], [-0.11, -0.11, -0.07], [-0.26, 0.24, -0.11], [0.21, -0.15, -0.37], [-0.35, 0.00, 0.32], [0.22, -0.06, 0.18], [-0.08, 0.14, -0.09], [0.08, 0.00, 0.15], [-0.03, 0.00, 0.24], [0.02, -0.04, -0.02], [0.03, 0.01, 0.04], [-0.01, -0.02, 0.00], [0.00, 0.03, -0.02], [-0.04, 0.07, -0.02], [0.02, -0.01, -0.07], [0.00, 0.03, -0.02], [-0.04, 0.01, -0.12], [-0.01, 0.05, 0.03], [-0.01, -0.01, 0.00], [-0.01, -0.03, 0.01], [-0.01, -0.02, 0.05], [0.04, 0.03, 0.00], [0.00, -0.03, -0.03]],
  "total_charge": 2,
  "e_above_lowest_kj_mol": 99.4,
  "spin_multiplicity": 3,
  "gap_ev": [6.0180, 5.9571]
}